[1]
21
Properties=species:S:1:pos:R:3:forces:R:3 method="wB97M-V/def2-TZVPD" e_lumo_ha=0.021 smiles="CSC1=NCCC1=C=N.N=C=O" e_above_lowest_ev=1.797 largest_force_ev_per_a=4.74
C 1.5824 1.1880 -2.8009 0.2607 -0.0244 1.0874
S -0.0568 1.0817 -2.0429 -0.2201 0.2454 -0.7029
C 0.2580 1.0102 -0.3192 -0.7796 0.3120 -2.3783
N 1.3298 1.2953 0.2790 0.0944 -0.1689 0.4171
C 1.1267 0.7054 1.6044 1.1903 -1.2917 0.9194
C -0.3602 0.5888 1.8521 -0.8883 -1.2578 1.4014
C -0.8710 0.5006 0.4362 0.3645 -0.9199 1.1883
C -2.0650 0.2091 0.0016 1.2279 0.1396 0.0015
N -3.1774 0.1596 -0.4161 -0.1381 3.0162 1.1317
H 1.6147 0.5622 -3.7064 0.1397 -0.0558 0.7100
H 2.2330 0.9161 -1.9295 -0.0460 -0.1097 -1.2229
H 1.8233 2.2029 -3.0857 -0.0417 0.2617 -0.0016
H 1.5471 1.3041 2.4552 0.4083 -0.8779 -0.9675
H 1.5599 -0.3926 1.4267 -0.5223 2.2203 1.2804
H -0.6075 -0.1421 2.7034 0.2393 0.5161 -1.8772
H -0.8283 1.4829 2.1891 0.2227 1.2991 0.6722
H -3.5929 -0.5413 -0.8887 -1.5132 -3.1407 -1.6175
N -0.5316 -3.1113 -0.0856 -0.8609 -0.4513 -3.6991
C -0.3607 -2.8340 1.0179 0.3536 1.1760 4.5767
O -0.3000 -2.4685 2.1332 0.1971 -0.2940 -0.3282
H -0.3236 -3.7171 -0.8239 0.3118 -0.5942 -0.5911


[2]
81
Properties=species:S:1:pos:R:3:forces:R:3 method="wB97M-V/def2-TZVPD" e_lumo_ha=0.015 e_above_lowest_ev=7.118 largest_force_ev_per_a=13.99
C 2.9187 -4.5134 1.9082 3.3757 -0.4552 1.6794
O 2.0200 -3.6956 2.4324 -2.5895 5.2230 0.4156
C 1.6618 -2.6476 1.4399 4.2326 -1.4058 -0.6986
C 0.6127 -3.3096 0.5520 1.3793 -1.5638 -0.7224
N 0.0742 -2.4038 -0.4436 -3.7753 1.3905 1.2625
H -0.0497 -1.5341 0.0179 0.0411 2.0927 1.1038
H 0.5542 -2.0996 -1.1982 3.3318 0.6433 -2.9286
C -1.3250 -2.6241 -0.9247 1.9325 -3.1837 1.5527
C -1.3914 -3.6944 -1.9666 -2.7293 -0.3935 4.7519
O -2.7348 -3.8376 -2.1790 -2.9409 -3.5101 -1.0329
C -3.0817 -5.2381 -2.6998 7.5188 1.3135 0.7456
H 3.8763 -4.0518 1.6047 -0.7682 -0.2883 -1.2199
H 2.3461 -5.2527 1.5430 -0.9883 -2.8418 -3.9815
H 3.2680 -5.1346 2.6830 0.8745 -0.5359 1.9884
H 2.7679 -2.3391 0.8649 -3.4285 -0.7684 1.2029
H 1.3725 -1.7764 1.9661 -0.8081 0.7155 0.5163
H -0.2088 -3.6276 1.2662 0.8542 -0.0356 -1.3032
H 1.1438 -4.0848 -0.1249 -1.1222 0.4079 1.8987
H -1.9774 -1.9025 -1.1975 -0.6319 3.8256 -1.5098
H -1.7620 -2.7823 0.0285 -1.0985 -1.6819 0.7629
H -0.9304 -4.5748 -1.6747 0.7567 -2.2052 1.3813
H -0.9405 -3.5358 -2.8013 3.1403 2.1987 -5.5428
H -2.5680 -5.3718 -3.6619 -0.4431 0.5202 -0.2677
H -4.0424 -5.3905 -2.8004 -4.9598 -0.3165 -0.0901
H -2.5281 -6.0842 -2.1545 -1.1337 1.4318 0.2537
C 0.3397 0.8569 0.2029 8.5916 2.9748 -10.6285
O 1.0440 0.3805 -0.9376 -1.2987 2.1192 3.3588
O 0.4447 2.1317 0.5290 -0.9471 0.4093 1.6318
O -0.3454 0.1308 0.7231 -6.9160 -5.7414 6.2316
H 1.0536 2.6947 0.0567 0.8513 0.0221 -1.0687
C 5.5343 -0.0878 0.8585 3.9110 0.6280 -0.2977
C 4.2966 0.4964 0.2659 2.9690 -0.2328 -0.1786
O 3.6993 -0.4361 -0.5964 1.0482 0.4391 0.4137
H 5.5651 -1.1728 0.8104 -1.0717 -0.5119 2.0585
H 5.8913 0.6275 1.7746 -0.6674 -2.5791 -1.8897
H 6.4341 -0.1937 0.1152 -1.1786 1.7092 0.6960
H 4.7223 1.4151 -0.1969 -1.2578 -0.0903 -0.2178
H 3.7209 0.7054 1.1281 -1.3991 0.6289 0.5843
H 2.8815 0.0256 -0.6529 -2.5299 -0.1101 -1.2763
C -0.9988 4.0052 -2.6549 1.6240 2.1683 4.7196
C -0.8836 5.5507 -2.9070 6.0327 -4.7778 -1.9760
O 0.4209 6.0364 -2.3676 -0.3657 1.8179 -1.3026
H -1.9424 3.7204 -2.8485 -3.3830 -1.0489 -1.2205
H -0.8504 3.5819 -1.5752 -0.3905 1.7040 -1.0637
H -0.3150 3.3609 -3.0418 2.0538 -1.2995 -2.4193
H -1.5445 6.0156 -2.3793 -4.5649 2.9579 2.3972
H -0.8934 5.5468 -4.0039 -0.2647 1.0890 0.2652
H 0.5720 7.0227 -2.6205 -0.6174 -2.7103 0.5650
C -2.2296 1.8453 5.0399 3.9362 -3.9087 -1.6303
C -1.7434 1.7996 3.5713 -1.8663 0.9355 -0.8977
O -0.4545 1.2501 3.4602 0.4134 -0.0305 -3.3404
H -2.9882 2.4959 5.0780 -3.0271 2.1315 0.7625
H -1.3406 2.1391 5.5457 0.3919 0.7381 1.0579
H -2.3990 0.7695 5.3849 -0.3585 1.5512 -0.4065
H -1.7118 2.8065 3.0362 -0.2785 -0.7153 1.1501
H -2.5979 1.2759 3.0264 1.2552 -0.0490 0.0264
H -0.2166 1.3835 2.4321 -0.5710 -0.6268 3.5492
C -2.3598 -2.1752 3.9745 1.6715 3.0600 3.1869
O -1.7116 -1.7544 2.7503 -1.1558 1.7309 0.5200
H -3.0433 -1.3387 4.3959 0.0433 -1.7350 -1.3381
H -1.6030 -2.0329 4.8646 -0.6738 -0.7868 -1.5875
H -2.7198 -3.2056 4.0902 -0.1368 0.5039 -0.9464
H -1.7929 -0.7216 2.7386 0.4694 -2.8466 -0.0685
C -1.5024 0.5023 -3.2855 -1.1568 -1.5309 0.0612
O -0.0879 0.6893 -3.4148 -3.2836 2.0643 -4.7033
H -2.2226 1.2195 -3.9763 2.2066 -1.1932 2.2360
H -1.7491 0.4444 -2.0684 0.0125 0.4209 -3.3685
H -1.7203 -0.5419 -3.7853 -0.0304 1.6177 1.2717
H 0.2696 0.4053 -2.6483 2.2950 -1.2034 4.5308
C 2.8671 3.1565 -2.4534 -2.6157 -2.5736 3.4171
O 2.2711 3.9263 -1.4165 0.1971 0.1247 1.3562
H 2.7139 3.5543 -3.3864 0.1371 1.0146 -2.2761
H 2.2544 2.2031 -2.3186 1.3451 0.5212 -1.0379
H 3.8408 3.0210 -2.0751 1.5229 -0.4101 -0.5873
H 1.7549 4.6349 -1.7513 -0.8515 1.1748 -0.6215
C -3.1464 2.1957 0.1149 7.8747 -1.7523 -1.5130
O -3.1397 0.7663 0.4013 0.9088 1.5363 -0.9470
H -2.4359 2.7298 0.7991 -0.6228 -0.4399 -0.2630
H -4.0258 2.4713 0.2880 -7.3631 2.6849 1.1604
H -2.7686 2.5427 -0.9242 -0.8739 -1.1375 1.2723
H -2.1836 0.6340 0.3508 -0.0643 -1.0134 0.3742


[3]
68
Properties=species:S:1:pos:R:3:forces:R:3 method="wB97M-V/def2-TZVPD" e_lumo_ha=-0.039 smiles="O=C1c2ccccc2C(=O)c2ccccc21.CCCC#N.CCCC#N.CCCC#N.ClCCCl" largest_force_ev_per_a=1.81
O 1.5174 5.0814 1.1424 -0.4627 -0.0859 -0.0846
C 1.8363 4.0420 1.6767 1.0762 0.5966 0.0206
C 3.2951 3.8250 1.9638 0.4212 -0.5438 1.3574
C 4.2798 4.7385 1.5898 -0.2781 -0.0591 -0.6750
C 5.6132 4.5704 1.9461 -0.6868 -0.2567 -0.0236
C 5.9777 3.4699 2.7276 0.2924 0.6868 -0.8289
C 5.0156 2.5684 3.1155 0.2949 -0.5254 0.4164
C 3.6861 2.7433 2.7783 -0.7328 0.2873 -0.8899
C 2.6912 1.6845 3.1434 0.4193 0.3645 0.2090
O 3.0493 0.7525 3.8219 -0.1268 -0.5697 0.2122
C 1.2915 1.8061 2.6572 0.1271 -0.0964 0.1754
C 0.4024 0.7539 2.8387 -0.3395 0.1758 0.0049
C -0.8521 0.8983 2.2870 -0.7250 -0.1318 -1.3806
C -1.2368 2.0315 1.5517 0.0760 0.4069 1.3712
C -0.4239 3.1613 1.5511 -0.5011 -1.4983 -0.2994
C 0.8646 2.9719 2.0337 0.3863 1.1067 -0.5854
H 3.9931 5.5206 0.8968 -0.0128 0.2099 0.2506
H 6.3223 5.2834 1.5503 0.2305 -0.0839 0.1862
H 7.0300 3.2913 2.9048 -0.0520 -0.0382 0.2981
H 5.3120 1.6818 3.6616 -0.1714 0.0122 0.0806
H 0.6600 -0.1445 3.3807 0.2619 0.0551 -0.0262
H -1.5755 0.0898 2.2484 0.1926 -0.1682 0.5102
H -2.2354 2.0906 1.1468 0.0644 -0.0618 -0.0107
H -0.7833 4.0720 1.0984 0.3631 0.1641 -0.0567
C 3.3987 -0.5457 -1.2767 0.2242 -1.6503 -0.5983
C 3.8845 0.8754 -1.3139 0.2543 0.5818 0.0091
C 2.8915 1.9349 -0.7704 -0.0763 -0.4861 -1.3093
C 1.6171 1.9398 -1.5193 0.0723 -0.6377 0.3296
N 0.6232 1.8319 -2.0860 0.0091 0.1358 0.0112
H 2.7651 -0.8273 -0.4378 0.0335 0.3560 0.0707
H 4.2338 -1.2585 -1.2783 0.2310 0.3400 0.4883
H 2.9219 -0.9295 -2.1867 -0.5515 0.7566 0.0257
H 4.2225 1.1410 -2.3169 -0.2079 0.0554 -0.0723
H 4.7856 0.9606 -0.7024 -0.0825 0.0669 0.1634
H 3.3037 2.9297 -0.9299 0.1816 0.0701 0.6042
H 2.6911 1.6779 0.2641 -0.1066 0.4129 0.1587
C -4.7259 2.6366 -3.3733 -0.3784 0.5905 -1.1772
C -4.3527 1.4005 -2.5674 -0.5684 -0.0138 -1.0628
C -3.2956 1.6638 -1.5065 -0.0419 -0.6033 0.4737
C -3.6428 2.7832 -0.6171 0.6920 0.0849 -0.7029
N -3.8267 3.6860 0.0670 -0.2449 0.0088 0.1245
H -3.9142 2.9352 -4.0446 0.2308 0.2042 0.4338
H -5.1053 3.5185 -2.8540 0.3982 -0.1532 0.4979
H -5.5264 2.4479 -4.0996 -0.0351 -0.5051 0.2506
H -3.9448 0.7260 -3.3246 0.2054 -0.2453 0.3396
H -5.2763 0.9157 -2.2461 0.2034 0.0704 0.6422
H -2.3216 1.7381 -1.9969 -0.0002 0.9094 0.1053
H -3.0951 0.8150 -0.8458 -0.5199 -0.1949 -0.0709
C -3.1400 -8.3233 -0.9748 0.2940 0.7418 0.6899
C -3.7808 -6.9383 -1.2612 0.5640 -1.6264 0.5492
C -3.0540 -5.8570 -0.4609 -0.3232 -0.5499 0.0095
C -3.0018 -6.1427 0.9821 -0.1787 0.5086 -0.6157
N -2.9799 -6.3091 2.1144 0.0471 -0.1699 0.3809
H -3.4398 -9.1889 -1.5595 -0.0615 0.3662 -0.5250
H -3.3470 -8.6186 0.0572 0.0686 0.1607 0.0586
H -2.0641 -8.1360 -1.0362 0.0915 -0.6312 -0.1431
H -4.8167 -7.0065 -0.9315 -0.2132 0.4194 -0.6484
H -3.5870 -6.6886 -2.3031 -0.7703 0.0311 -0.1201
H -3.6113 -4.9404 -0.6543 0.4980 0.3400 0.2707
H -2.0294 -5.8294 -0.8358 -0.0071 0.4428 0.0651
Cl -2.3926 -1.6953 -1.7862 -0.3801 -0.3556 0.0537
C -0.9248 -1.6080 -0.7909 0.5176 1.0845 -0.4075
C -0.3933 -2.9470 -0.4154 -0.1849 -0.3174 0.3762
Cl 1.1420 -2.6716 0.4816 -0.2815 -0.3283 -0.1845
H -1.1064 -0.9929 0.0886 -0.1617 -0.0244 -0.0773
H -0.2111 -1.0881 -1.4305 0.0779 0.0575 0.2125
H -0.2318 -3.5505 -1.3059 0.2757 -0.1059 0.1678
H -1.0720 -3.4485 0.2728 0.0884 -0.1446 -0.0787


Asked for gap between HOMO and LUMO across the records above, the calculation gives 0.32490, 0.35011, 0.32471 Eh in order.